This record from OMol25 describes a molecular structure, C41H55AsN13O4PbS. The level of theory is ωB97M-V with the def2-TZVPD basis set.

Cartesian coordinates (Å):
Pb 0.6021 0.0648 -0.5870
N -2.0088 -0.2021 0.5509
N -2.3009 -0.8132 1.7724
C -1.5398 -1.8449 2.1943
N -2.0164 -2.5363 3.2348
N -0.3875 -1.9728 1.5314
N 0.5356 -2.9258 1.8726
O 1.4631 -3.0233 1.0959
O 0.4562 -3.6286 2.8874
H -2.3733 0.7423 0.5565
H -2.3782 -0.7562 -0.2298
H -3.2624 -0.8108 2.0785
H -2.8975 -2.2994 3.6544
H -1.4409 -3.2816 3.5983
C -4.5576 1.7557 -5.1741
C -3.8604 2.5068 -4.1048
N -3.9182 3.7824 -3.8819
N -3.0825 3.9738 -2.8219
C -2.5229 2.8501 -2.3584
S -1.4268 2.6825 -1.0836
N -3.0278 1.9040 -3.1842
N -2.6898 0.5491 -3.1997
H -5.0329 2.4593 -5.8516
H -5.3195 1.0968 -4.7557
H -3.8437 1.1384 -5.7191
H -2.9428 4.8927 -2.4382
H -3.4600 -0.0066 -2.8414
H -1.9100 0.4068 -2.5639
C 1.8633 3.5165 0.0339
N 2.4807 2.3375 -0.5776
C 3.7054 2.0183 0.1546
C 2.7784 2.5942 -1.9918
C 2.8670 1.3201 -2.8062
N 1.5577 0.6961 -3.0369
C 1.7676 -0.5260 -3.8274
C 0.6878 1.5907 -3.8163
H 2.5095 4.4030 -0.0488
H 1.6839 3.3303 1.0932
H 0.9075 3.7350 -0.4441
H 4.4093 2.8631 0.1315
H 4.1969 1.1447 -0.2717
H 3.4631 1.8017 1.1968
H 3.7328 3.1304 -2.0990
H 2.0068 3.2520 -2.3932
H 3.4974 0.5981 -2.2818
H 3.3452 1.5393 -3.7705
H 2.1871 -0.2810 -4.8117
H 0.8321 -1.0521 -3.9479
H 2.4562 -1.1941 -3.3134
H 1.2369 2.0145 -4.6675
H 0.3026 2.4004 -3.2008
H -0.1543 1.0181 -4.2082
C -1.3877 -7.4274 -4.5306
C -1.4368 -6.0729 -3.8742
C -1.4169 -4.9115 -4.6304
C -1.4655 -3.6507 -4.0428
C -1.5358 -2.4394 -4.9421
C -1.5247 -3.5545 -2.6550
C -1.5937 -4.7114 -1.8706
C -1.6943 -4.6235 -0.3715
C -1.5408 -5.9504 -2.4924
C -1.4817 -2.2115 -1.9657
O -2.5107 -1.7528 -1.4477
O -0.3397 -1.6180 -1.9268
H -0.7801 -7.4042 -5.4356
H -2.3899 -7.7544 -4.8167
H -0.9741 -8.1767 -3.8564
H -1.3705 -4.9789 -5.7136
H -2.4986 -2.4181 -5.4570
H -0.7597 -2.4754 -5.7089
H -1.4419 -1.5054 -4.3904
H -0.7700 -4.2199 0.0409
H -1.8589 -5.6081 0.0638
H -2.5123 -3.9663 -0.0746
H -1.5797 -6.8453 -1.8796
N 4.2888 -1.8897 1.4219
C 4.5997 -2.4044 0.1852
C 3.7179 -1.8348 -0.6773
N 2.8748 -0.9894 0.0177
C 3.2413 -1.0611 1.2805
H 4.7106 -2.1552 2.2959
H 5.3979 -3.1083 0.0288
H 3.6272 -2.0048 -1.7356
H 2.7830 -0.5310 2.1047
C -3.7116 2.2920 5.9258
C -3.9751 2.2496 4.5645
C -2.9362 2.0356 3.6670
C -1.6327 1.8668 4.1223
C -1.3744 1.9132 5.4884
C -2.4110 2.1234 6.3857
As -0.2051 1.6508 2.8045
C 0.7764 3.2778 3.2143
C 0.4043 4.5761 2.9007
C 1.2435 5.6270 3.2427
C 2.4594 5.3716 3.8695
C 2.8362 4.0723 4.1750
C 1.9901 3.0145 3.8562
C 2.2214 1.5866 4.1735
C 3.3487 1.0595 4.7987
C 3.4011 -0.2928 5.1084
C 2.3286 -1.1287 4.8116
C 1.2119 -0.6158 4.1637
C 1.1632 0.7323 3.8340
H -4.5161 2.4668 6.6283
H -4.9856 2.3862 4.2004
H -3.1410 2.0249 2.6011
H -0.3619 1.7874 5.8548
H -2.2045 2.1599 7.4478
H -0.5344 4.7672 2.3931
H 0.9534 6.6469 3.0238
H 3.1151 6.1931 4.1262
H 3.7838 3.8901 4.6677
H 4.1826 1.7027 5.0518
H 4.2777 -0.6945 5.6016
H 2.3610 -2.1759 5.0853
H 0.3760 -1.2664 3.9403

## Properties
**Max |F|**: 0.88 eV/Å
**E_LUMO**: -1.75 eV
**Multiplicity**: 1
**Energy relative to the best compared isomer or geometry (same formula, charge and spin)**: 16.3 kcal/mol
**HOMO energy**: -10.256 eV
**Calculated total energy**: -147886.505 eV
**Total charge**: +1